# C31H70NO11PSi2

C31H70NO11PSi2 as an isolated structure in a non-equilibrium geometry (ωB97M-V/def2-TZVPD, OMol25).

ORCA input file:
```
! RIJCOSX wB97M-V def2-TZVPD def2/J DEFGRID3
* xyz 0 1
C -7.4715 -2.5781 0.1521
C -7.0994 -1.8442 1.5044
O -7.9210 -1.5940 2.3404
O -5.7381 -1.5311 1.7133
C -5.4305 -0.2405 1.1056
C -3.8655 0.0126 1.0318
Si -3.0920 -1.5743 0.2843
C -3.8320 -1.7222 -1.4907
C -3.0644 -2.7719 -2.4004
C -3.8026 -4.1652 -2.5535
C -4.5828 -4.1525 -3.9474
N -5.8418 -4.9057 -3.9103
C -6.9946 -4.6149 -3.1724
C -8.0642 -5.6065 -3.3503
C -7.4609 -6.5935 -4.3165
C -6.1404 -6.0723 -4.6109
O -1.3936 -1.4945 0.0891
Si -0.5047 -2.3823 1.2496
C -1.0121 -4.2057 1.4503
P -0.4248 -1.4152 3.2474
C 1.1957 -0.4107 3.2055
C -0.0693 -2.7141 4.5934
H -7.5821 -1.8047 -0.6555
H -8.3989 -3.1845 0.2932
H -6.6446 -3.3028 -0.1019
H -5.9937 0.6061 1.5814
H -5.8267 -0.3144 0.0436
H -3.7303 0.8182 0.2519
H -3.4240 0.2880 2.0262
H -3.5515 -2.7900 0.9851
H -4.9499 -1.8765 -1.4588
H -3.6718 -0.7030 -1.9540
H -2.0384 -2.9058 -1.9588
H -2.9510 -2.3300 -3.4322
H -3.0092 -4.9641 -2.5565
H -4.4771 -4.3482 -1.6775
H -3.8686 -4.6001 -4.6936
H -4.8297 -3.0931 -4.2511
H -7.1034 -3.7294 -2.4949
H -9.0492 -5.5873 -2.8378
H -7.9844 -7.5024 -4.6823
H -5.5244 -6.6754 -5.3152
H 0.8983 -2.4000 0.7605
H -2.0953 -4.4281 1.2797
H -0.7528 -4.5759 2.4833
H -0.4184 -4.8132 0.7094
H 1.4339 -0.2057 4.2901
H 1.9979 -1.1024 2.8354
H 1.1134 0.5165 2.5885
H 0.4615 -2.1414 5.4125
H 0.6381 -3.5163 4.2556
H -1.0052 -3.1505 5.0220
C 5.5223 -0.2728 2.8455
O 4.8889 -1.5444 2.8234
C 4.9552 -2.1576 1.5399
C 6.0249 -3.2369 1.4966
O 7.3292 -2.6786 1.6135
C 7.8712 -2.8327 2.9161
H 5.6157 0.0437 3.8846
H 6.5202 -0.3086 2.4015
H 4.9054 0.4576 2.3120
H 5.1214 -1.4103 0.7577
H 3.9805 -2.6229 1.3591
H 5.9788 -3.7377 0.5245
H 5.8515 -3.9904 2.2718
H 8.1663 -3.8750 3.0752
H 7.1615 -2.5294 3.6897
H 8.7583 -2.2033 2.9912
C -2.7874 -5.4063 -7.9339
O -4.1705 -5.4189 -7.6150
C -4.7916 -4.1570 -7.8434
C -5.5928 -4.1601 -9.1348
O -4.7423 -4.2691 -10.2716
C -4.7253 -5.5809 -10.8133
H -2.4302 -6.4368 -7.9326
H -2.6021 -4.9743 -8.9200
H -2.2344 -4.8436 -7.1742
H -4.0507 -3.3511 -7.8441
H -5.4767 -3.9841 -7.0065
H -6.1206 -3.2054 -9.2221
H -6.3412 -4.9589 -9.1284
H -5.6647 -5.7779 -11.3400
H -4.5719 -6.3376 -10.0400
H -3.9046 -5.6422 -11.5284
C 6.6102 6.2631 4.0963
O 6.3985 6.0874 2.7032
C 6.8534 4.8208 2.2393
C 5.6947 3.8576 2.0370
O 5.0900 3.5070 3.2774
C 3.8746 4.2055 3.5026
H 6.0610 7.1507 4.4136
H 6.2522 5.4074 4.6735
H 7.6756 6.4219 4.2924
H 7.5982 4.3987 2.9211
H 7.3397 4.9918 1.2736
H 6.0809 2.9320 1.5978
H 4.9552 4.2748 1.3459
H 3.0875 3.7991 2.8587
H 3.9823 5.2773 3.3196
H 3.5855 4.0571 4.5432
C 5.6214 12.6998 5.3456
O 5.4132 12.5177 3.9537
C 5.8691 11.2481 3.4971
C 4.7114 10.2837 3.2961
O 4.1041 9.9392 4.5378
C 2.8883 10.6370 4.7599
H 5.0718 13.5889 5.6566
H 5.2608 11.8465 5.9251
H 6.6859 12.8589 5.5456
H 6.6122 10.8294 4.1831
H 6.3579 11.4146 2.5321
H 5.0984 9.3558 2.8627
H 3.9735 10.6970 2.6012
H 2.1019 10.2275 4.1175
H 2.9951 11.7082 4.5725
H 2.5993 10.4926 5.8011
*
```

## Properties
Energy: -3025.7208 Eh
Frontier orbital gap: 0.3168 hartree
HOMO: -7.949 eV

These are the Mulliken partial charges, in e, on atoms 1 to 2: -0.47, 0.35